Record 1
Entry from OMol25: C19H20I2N2SSbSe4Tc as an isolated structure (ωB97M-V with the def2-TZVPD basis set).

Properties
**HOMO (spin up / spin down)**: -0.1445 / -0.1622 Ha
**HOMO-LUMO gap (spin up / spin down)**: 0.200 / 0.206 Eh
**E_LUMO (spin up / spin down)**: 1.5 / 1.2 eV

```
! wB97M-V def2-TZVPD RIJCOSX def2/J DEFGRID3
* xyz -1 4
Tc 0.63286 -1.96417 0.56581
I -3.72972 -3.17159 -1.18604
C -2.15804 -3.21379 -2.61834
I -0.18724 -3.20150 -1.87003
H -2.25290 -2.33493 -3.24355
H -2.24229 -4.12456 -3.19767
Se 5.46668 0.22380 0.78814
Sb 4.20289 -1.69503 1.41822
Se 2.66792 -2.63606 -0.45717
Se 1.87662 -1.15670 2.43003
Se 5.22394 -3.43553 2.70543
C 0.61225 -0.20138 -0.38982
C 0.56872 0.81020 -1.07759
C 0.41146 1.98112 -1.83208
C -0.95661 2.38676 -2.11248
C -1.33890 3.73224 -2.22129
C -2.65723 4.08097 -2.45561
C -3.63516 3.10386 -2.58575
C -3.27949 1.76688 -2.45804
C -1.96555 1.41399 -2.21841
C 1.57729 2.67685 -2.32902
C 1.50492 3.61058 -3.38026
C 2.64289 4.23695 -3.85104
C 3.88526 3.95379 -3.29715
C 3.98001 3.01659 -2.27472
C 2.84944 2.38461 -1.79939
H -0.59576 4.50693 -2.08903
H -2.92632 5.12821 -2.52593
H -4.66583 3.38136 -2.76823
H -4.03618 0.99528 -2.53950
H -1.68886 0.37397 -2.10042
H 0.55561 3.81739 -3.85460
H 2.56060 4.94619 -4.66643
H 4.77414 4.44727 -3.67044
H 4.93753 2.75957 -1.84245
H 2.94940 1.65115 -1.01009
C -2.59801 -3.31259 5.50033
N -2.31393 -3.13469 4.08887
C -1.13683 -3.10621 3.44214
S -1.25235 -3.01763 1.74395
N 0.04708 -3.17546 4.02401
C 0.41998 -3.10211 5.42828
H -3.64514 -3.06423 5.65798
H -2.00538 -2.64321 6.11643
H -2.43715 -4.34282 5.82678
H -3.09835 -3.10738 3.46104
H 0.81829 -2.99191 3.38399
H -0.05338 -3.88785 6.01277
H 0.19365 -2.12424 5.85674
H 1.49720 -3.24096 5.47163
*
```

Atom charges from the natural (NBO) analysis, given in e for atoms 1 to 5:
1. Tc 0.120
2. I 0.123
3. C -0.758
4. I 0.377
5. H 0.227

=====

Record 2
Entry from OMol25: C19H20IrN3O6S4 as an isolated structure (ωB97M-V with the def2-TZVPD basis set).

Properties
**HOMO (spin up / spin down)**: -0.1662 / -0.1662 Ha
**HOMO-LUMO gap (spin up / spin down)**: 0.215 / 0.198 Eh
**E_LUMO (spin up / spin down)**: 1.3 / 0.9 eV

```
! wB97M-V def2-TZVPD RIJCOSX def2/J DEFGRID3
* xyz -1 2
Ir 0.59031 0.77807 -0.22387
O -0.33684 2.22138 -2.51496
C -1.74230 2.18432 -2.56825
C -2.32818 1.81027 -1.24328
C -3.65410 2.16445 -1.00316
C -4.30265 1.72070 0.12704
C -3.59655 0.90297 1.00255
C -2.28221 0.62510 0.71878
N -1.61404 1.08775 -0.36081
H -0.09189 1.69724 -3.30773
H -2.03832 1.39625 -3.27562
H -2.18517 3.11969 -2.92565
H -4.15605 2.77506 -1.74127
H -5.33290 1.98850 0.32070
H -4.03838 0.47661 1.89162
H -1.74211 -0.03875 1.37694
O 2.20149 0.00961 0.59054
N 2.84526 -0.95471 -0.11672
C 3.54239 -1.85764 0.60425
C 4.27713 -2.79893 -0.05015
C 4.27479 -2.78603 -1.45672
C 3.54259 -1.86510 -2.15449
C 2.76343 -0.90586 -1.47227
S 1.77526 0.28056 -2.18763
H 3.44456 -1.76477 1.67548
H 4.82122 -3.53842 0.51622
H 4.84154 -3.53360 -1.99559
H 3.49669 -1.85961 -3.23378
N 0.27282 1.21948 1.86638
C -0.00244 0.24260 2.93328
C -0.20196 0.71321 4.22383
C -0.42419 -0.18608 5.25425
C -0.44367 -1.55241 5.00011
C -0.23848 -2.00350 3.70826
C -0.01939 -1.11426 2.66383
S -0.79727 -2.70293 6.34030
O -0.09890 -3.91479 5.94690
O -0.25656 -2.03276 7.51144
O -2.24719 -2.80151 6.31572
H 1.22232 1.53691 2.07055
H -0.31277 2.03829 2.01184
H -0.17338 1.77966 4.42296
H -0.56667 0.15103 6.27236
H -0.24312 -3.07102 3.52687
H 0.14058 -1.47090 1.65263
C 1.08870 1.84636 -5.98927
O -0.06562 1.51932 -6.74229
C -0.93968 0.55594 -6.32903
S -2.16281 0.24900 -7.40430
S -0.67116 -0.18377 -4.81020
H 1.68531 2.47669 -6.64830
H 1.64612 0.95604 -5.69876
H 0.83441 2.41433 -5.09154
*
```

Atom charges from the natural (NBO) analysis, given in e for atoms 1 to 5:
1. Ir 0.764
2. O -0.761
3. C -0.130
4. C 0.239
5. C -0.246

=====

Record 3
Entry from OMol25: C19H20MoNSe2 as an isolated structure at a distorted geometry (ωB97M-V with the def2-TZVPD basis set).

Properties
**HOMO (spin up / spin down)**: -0.6622 / -0.6700 Ha
**HOMO-LUMO gap (spin up / spin down)**: 0.228 / 0.231 Eh
**E_LUMO (spin up / spin down)**: -11.8 / -11.9 eV

```
! wB97M-V def2-TZVPD RIJCOSX def2/J DEFGRID3
* xyz 3 3
Mo 0.82218 -0.22422 0.60967
C -2.01475 1.07828 2.86011
Se -0.32341 1.54057 1.99055
C 0.97227 1.51108 3.46420
C 2.34382 1.90776 2.95171
Se 3.01094 0.82478 1.43716
C 3.33841 2.25268 0.13491
H -1.90386 0.14902 3.40839
H -2.75689 1.00151 2.07047
H -2.23175 1.91966 3.51408
H 0.95011 0.52474 3.92229
H 0.60553 2.23983 4.18746
H 3.08250 1.76911 3.73940
H 2.38486 2.93747 2.60235
H 2.44892 2.85811 -0.00196
H 3.64285 1.76214 -0.78537
H 4.15842 2.83750 0.54641
C 0.89610 0.52440 -3.64904
C 1.46872 -0.69888 -3.98549
C 1.75670 -1.66157 -3.01688
C 1.47995 -1.41915 -1.68221
C 0.90833 -0.14307 -1.36025
C 0.61627 0.82111 -2.32444
C 1.68583 -2.47075 -0.63062
C 2.33642 -3.67161 -0.84401
C 2.44835 -4.58171 0.19052
C 1.92209 -4.31679 1.46465
C 2.01865 -5.23607 2.53922
C 1.49328 -4.91785 3.75874
C 0.84540 -3.67678 3.94713
C 0.73226 -2.76839 2.92137
C 1.27659 -3.08315 1.67477
N 1.19674 -2.19149 0.61656
H 0.66604 1.24674 -4.42147
H 1.68458 -0.92011 -5.02311
H 2.16815 -2.61097 -3.33221
H 0.17868 1.77496 -2.05822
H 2.74843 -3.90316 -1.81444
H 2.95649 -5.52399 0.01662
H 2.50847 -6.18857 2.37751
H 1.55950 -5.61631 4.58205
H 0.41702 -3.44952 4.91513
H 0.17492 -1.84654 3.06810
*
```

Atom charges from the natural (NBO) analysis, given in e for atoms 1 to 5:
1. Mo 1.079
2. C -0.716
3. Se 0.570
4. C -0.554
5. C -0.556

=====

Record 4
Entry from OMol25: C19H20N2O2 as an isolated structure at a distorted geometry (ωB97M-V with the def2-TZVPD basis set).

Properties
**HOMO**: -0.3024 Ha
**HOMO-LUMO gap**: 0.329 Eh
**E_LUMO**: 0.7 eV

```
! wB97M-V def2-TZVPD RIJCOSX def2/J DEFGRID3
* xyz 0 1
C 3.33348 0.68349 0.05978
H 3.03155 1.52357 -0.60451
H 3.89373 -0.04671 -0.35769
H 3.68839 0.94555 0.94494
C 1.96526 -0.23633 0.09180
N 1.62060 -0.78003 -0.95945
C 1.09200 -1.91852 -0.96246
O 0.55811 -2.74076 -1.92474
N 0.73105 -2.75603 0.32256
H 0.09072 -3.42670 0.25478
C 0.96419 -1.99662 1.76555
C -0.13300 -1.09065 1.90199
C -1.38617 -1.33643 2.27879
C -2.33878 -0.34197 2.83726
C -2.17511 0.84948 2.32330
C -0.84893 1.41882 1.72941
C 0.01460 0.48949 1.28291
O 1.18175 0.89102 0.72768
H -0.93535 2.32779 1.51920
H -2.81126 1.77446 2.66854
H -3.23390 -0.75762 3.21126
H -1.30653 -2.26812 2.92870
C 2.26489 -1.17961 1.53633
H 3.16929 -1.78156 1.22199
H 2.39508 -0.93322 2.43090
H 0.89192 -2.64820 2.39761
C 1.60921 -0.08733 -2.35098
H 2.56955 0.03611 -2.27824
H 1.34680 -0.78938 -2.90634
C 0.78792 1.24736 -2.26570
C -0.71260 0.99707 -1.74798
C -1.31915 2.08045 -1.39742
C -2.64475 2.18989 -0.91049
C -3.31917 0.99464 -1.18382
C -2.69588 -0.13414 -1.62850
C -1.45708 -0.10090 -1.76366
H -1.06993 -1.13064 -2.42173
H -3.17626 -0.83709 -1.56665
H -4.36129 0.95628 -0.69565
H -2.96171 3.05832 -0.41961
H -0.72081 3.30842 -1.27783
H 1.05175 1.62709 -3.15085
H 1.35585 1.91927 -1.66095
*
```

Atom charges from the natural (NBO) analysis, given in e for atoms 1 to 5:
1. C -0.589
2. H 0.206
3. H 0.187
4. H 0.215
5. C 0.543

=====

Record 5
Entry from OMol25: C19H20N2O2ReS2SbSe4Te as an isolated structure at a distorted geometry (ωB97M-V with the def2-TZVPD basis set).

Properties
**HOMO**: -0.4833 Ha
**HOMO-LUMO gap**: 0.157 Eh
**E_LUMO**: -8.9 eV

```
! wB97M-V def2-TZVPD RIJCOSX def2/J DEFGRID3
* xyz 2 1
Re -0.54462 -0.73123 -0.80600
O -4.54634 -0.72868 3.03990
C -3.96087 -1.92522 3.12743
C -4.45099 -2.80257 4.09988
C -3.89359 -4.05226 4.24351
C -2.83472 -4.46969 3.43028
C -2.34076 -3.61993 2.47381
C -2.88966 -2.33729 2.30311
C -2.34710 -1.46682 1.28475
O -1.35129 -1.91208 0.55753
N -2.80196 -0.27009 1.02539
N -2.12233 0.32313 -0.00826
C -2.63493 1.52680 -0.29634
S -2.12373 2.46489 -1.63425
C -3.39209 3.76200 -1.43467
C -3.74266 3.85681 0.03358
S -3.87648 2.17049 0.69672
H -4.15006 -0.19144 2.33655
H -5.26946 -2.47146 4.72283
H -4.28344 -4.72132 4.99826
H -2.41076 -5.45518 3.55676
H -1.52504 -3.92735 1.83437
H -4.24280 3.45659 -2.04375
H -2.97510 4.68745 -1.82810
H -4.70564 4.34293 0.18290
H -2.98179 4.38766 0.60489
C 6.07686 2.12957 -2.15212
C 4.98845 1.33801 -1.50536
C 4.41006 1.75497 -0.30770
C 3.42063 1.01961 0.32724
C 2.86292 1.50019 1.63502
C 2.99271 -0.17217 -0.29091
Te 1.47666 -1.31536 0.62125
C 3.56801 -0.63337 -1.49424
C 3.15327 -1.92241 -2.13403
C 4.55220 0.14474 -2.07992
H 6.16028 3.12359 -1.71847
H 5.90384 2.22932 -3.22366
H 7.03508 1.62273 -2.02243
H 4.74778 2.67743 0.14834
H 3.15059 2.53380 1.81485
H 3.24951 0.90402 2.46547
H 1.77143 1.44918 1.67088
H 2.11146 -1.88580 -2.47279
H 3.25312 -2.76828 -1.45019
H 3.77298 -2.13225 -3.00296
H 5.00884 -0.19619 -3.00110
Se -2.50503 0.58703 -4.72985
Sb -0.41524 -0.25567 -4.38403
Se 0.58822 1.04362 -1.55490
Se -0.67590 -2.25248 -2.53160
Se 1.73948 -0.41994 -5.12791
*
```

Atom charges from the natural (NBO) analysis, given in e for atoms 1 to 5:
1. Re 0.360
2. O -0.641
3. C 0.383
4. C -0.267
5. C -0.117